Entry 1:
Formula: C5H12N2
Source: the Open Molecules 2025 dataset
Level of theory: wB97M-V/def2-TZVPD

Each line ends with the Löwdin charge.
Cartesian coordinates (Å):
C1 -1.615485 -2.043496 -1.233465  -0.15
C2 -1.667653 -0.671573 -0.449267  -0.23
C3 -0.439537 0.309568 -0.899263  -0.15
C4 0.446931 0.668100 0.345611  -0.36
N1 -0.195361 1.676540 1.173453  0.02
C5 1.790114 0.504310 0.443617  -0.16
N2 2.720878 1.375843 1.267676  -0.03
H1 -0.626255 -2.504332 -1.104623  0.06
H2 -2.351061 -2.745701 -0.769183  0.06
H3 -1.985961 -2.137115 -2.318611  0.09
H4 -2.637293 -0.139304 -0.632010  0.09
H5 -1.519834 -0.772111 0.786809  0.15
H6 -0.687634 1.311740 -1.277145  0.10
H7 0.175023 -0.194495 -1.654161  0.09
H8 0.567791 2.200661 1.726385  0.09
H9 -0.982842 1.288438 1.788047  0.10
H10 2.196891 -0.491633 0.231854  0.09
H11 3.296495 0.831569 1.953647  0.07
H12 3.514794 1.532993 0.620629  0.06

Cartesian forces, eV/Å:
C -1.3 -0.5 0.6
C 0.9 1.1 0.7
C 0.2 -1.6 2.1
C 0.0 2.1 0.0
N 0.6 0.2 1.0
C 0.5 -0.7 1.4
N 0.4 -1.4 -0.6
H -0.3 0.1 -0.3
H 0.6 0.4 0.1
H 1.0 1.1 1.4
H 0.8 -0.6 0.3
H -0.7 -0.3 -3.4
H -0.4 -0.5 0.1
H -0.1 0.0 0.2
H -1.8 -1.4 -0.8
H 1.8 0.8 -1.3
H 0.1 0.6 -1.2
H -1.4 0.1 -0.3
H -0.9 0.5 0.0

energy relative to the best compared isomer or geometry (same formula, charge and spin) = 63.5 kcal per mole
LUMO = 1.01 eV
DFT total energy = -307.1281 Eh
SMILES = CCC/C(N)=C/N
frontier orbital gap = 9.02 eV
total charge = 0

Entry 2:
Formula: C42H105ClN7O18
Source: the Open Molecules 2025 dataset
Level of theory: wB97M-V/def2-TZVPD

Each line ends with the Löwdin charge.
Cartesian coordinates (Å):
Cl1 -0.808071 0.435925 -0.153582  0.54
O1 -1.534852 1.385972 -0.882209  -0.35
O2 -1.698598 -0.576798 0.337889  -0.36
O3 0.231854 -0.078567 -0.908985  -0.35
O4 -0.208070 1.079959 0.962327  -0.37
C1 -5.129541 2.074094 0.287783  -0.09
O5 -6.150880 1.125644 0.212946  -0.19
C2 -6.633182 0.770750 -1.076533  -0.19
C3 -5.630709 -0.206880 -1.754859  -0.23
N1 -5.881216 -1.541186 -1.326999  -0.04
C4 -4.591145 -2.368428 -1.394798  -0.17
C5 -4.332939 -2.897647 -2.803754  -0.21
O6 -3.957443 -1.950194 -3.819131  -0.18
C6 -3.657746 -2.498879 -5.101685  -0.12
H1 -4.730534 2.166550 -0.722334  0.08
H2 -4.275057 2.020524 0.962391  0.08
H3 -5.663926 3.001505 0.493808  0.08
H4 -6.705213 1.632411 -1.740203  0.10
H5 -7.639925 0.371002 -0.954957  0.12
H6 -4.669240 -0.020831 -1.276252  0.11
H7 -5.390974 0.116105 -2.767924  0.10
H8 -6.248844 -1.461047 -0.389701  0.10
H9 -4.748263 -3.135586 -0.636583  0.11
H10 -3.688135 -2.077628 -0.858044  0.10
H11 -5.273058 -3.414115 -2.997488  0.11
H12 -3.631240 -3.731742 -2.806068  0.11
H13 -3.048559 -1.788901 -5.661078  0.09
H14 -4.591155 -2.855597 -5.537111  0.08
H15 -3.145301 -3.457569 -5.181869  0.07
C7 1.256454 4.057647 -0.198675  -0.08
O7 0.457793 4.573521 0.910613  -0.25
C8 0.959578 4.379651 2.279516  -0.14
C9 -0.286530 4.744453 3.213284  -0.17
N2 -1.410244 3.763770 3.399618  -0.02
C10 -2.189067 3.688807 2.145318  -0.20
C11 -3.266841 4.759280 1.877002  -0.16
O8 -4.426359 4.484407 2.713944  -0.19
C12 -5.419073 5.441382 2.614578  -0.16
H16 2.117793 4.647909 -0.511381  0.06
H17 0.728632 3.847565 -1.128924  0.08
H18 1.591950 3.066600 0.106898  0.07
H19 1.887437 4.942849 2.379479  0.11
H20 1.113383 3.301512 2.324980  0.10
H21 -0.552447 5.786885 3.038027  0.11
H22 0.193860 4.843555 4.186687  0.09
H23 -1.035695 2.827670 3.459023  0.09
H24 -2.645885 2.705707 2.031636  0.10
H25 -1.457805 3.742977 1.338826  0.09
H26 -3.539166 4.619421 0.830868  0.09
H27 -2.926490 5.790688 1.968995  0.12
H28 -4.972730 6.403325 2.866657  0.08
H29 -6.278274 5.168141 3.227121  0.08
H30 -5.902173 5.578933 1.647225  0.07
C13 -2.229467 5.138900 -1.685339  -0.13
O9 -2.979941 6.163304 -1.096495  -0.19
C14 -4.355550 6.207519 -1.600554  -0.11
C15 -4.432087 6.784970 -3.193668  -0.20
N3 -5.690721 6.722006 -3.814942  -0.09
C16 -6.368827 5.398660 -3.939497  -0.16
C17 -5.515335 4.198224 -4.469898  -0.22
O10 -4.394361 3.913096 -3.679248  -0.24
C18 -3.778470 2.657507 -3.840302  -0.07
H31 -2.562348 4.126617 -1.456054  0.08
H32 -1.240305 5.027454 -1.241222  0.07
H33 -2.055649 5.264877 -2.753991  0.08
H34 -4.840218 6.850875 -0.866187  0.11
H35 -4.935456 5.286216 -1.655387  0.08
H36 -3.692781 6.344383 -3.862561  0.09
H37 -4.126707 7.831047 -3.169443  0.10
H38 -5.822554 7.355984 -4.590048  0.10
H39 -7.365663 5.550418 -4.353484  0.11
H40 -6.700775 4.982826 -2.988190  0.10
H41 -5.330393 4.058420 -5.534957  0.12
H42 -6.213167 3.391620 -4.245133  0.10
H43 -3.112772 2.614353 -4.702324  0.09
H44 -4.614800 1.958973 -3.813801  0.08
H45 -3.139286 2.514418 -2.969055  0.08
C19 2.730621 -0.467474 2.150040  -0.10
O11 3.261202 -1.127779 3.296862  -0.20
C20 3.980186 -2.358839 3.028747  -0.15
C21 5.195358 -2.013913 2.112638  -0.21
N4 6.173760 -1.128069 2.725100  -0.04
C22 7.201679 -0.908003 1.791851  -0.26
C23 8.071678 0.153725 2.359620  -0.24
O12 7.642333 1.446020 1.937886  -0.22
C24 8.463787 2.604462 2.178980  -0.08
H46 1.642087 -0.500421 2.196112  0.07
H47 2.909633 -0.886436 1.159826  0.07
H48 2.961078 0.588921 2.012125  0.08
H49 3.149734 -2.815512 2.490339  0.10
H50 4.282900 -3.016645 3.843474  0.12
H51 4.864526 -1.744803 1.109518  0.09
H52 5.707282 -2.972716 2.030556  0.11
H53 5.710245 -0.311891 3.098069  0.12
H54 6.854318 -0.594024 0.807552  0.12
H55 7.939688 -1.706190 1.712158  0.13
H56 9.062318 0.123234 1.905972  0.12
H57 8.155000 0.010901 3.437002  0.13
H58 7.836290 3.437041 1.860934  0.08
H59 9.362954 2.655030 1.564949  0.08
H60 8.789157 2.508772 3.214880  0.08
C25 1.947711 -3.261009 -1.508029  -0.08
O13 1.692179 -4.363311 -0.586200  -0.18
C26 2.632208 -5.414918 -0.958139  -0.22
C27 2.859718 -6.433305 0.156402  -0.22
N5 3.136059 -5.778987 1.434785  -0.03
C28 3.231986 -6.879752 2.410754  -0.20
C29 3.316715 -6.277281 3.854763  -0.18
O14 2.140915 -5.592219 4.321418  -0.21
C30 0.949255 -6.361931 4.446994  -0.10
H61 1.214219 -2.455401 -1.540978  0.08
H62 1.928878 -3.616762 -2.538172  0.08
H63 2.928069 -2.812903 -1.346148  0.07
H64 3.614216 -4.949228 -1.041209  0.11
H65 2.504596 -5.941129 -1.904133  0.12
H66 3.594264 -7.207946 -0.063730  0.12
H67 1.880122 -6.909592 0.115804  0.10
H68 2.640358 -4.949820 1.729512  0.09
H69 4.232049 -7.288106 2.265110  0.11
H70 2.480322 -7.666057 2.341419  0.10
H71 4.138916 -5.579813 4.014855  0.11
H72 3.390927 -7.095040 4.571600  0.11
H73 0.250196 -5.551505 4.653477  0.09
H74 1.003614 -7.147167 5.201004  0.08
H75 0.597791 -6.925422 3.582665  0.06
C31 1.318800 5.884093 -3.510508  -0.13
O15 2.229209 5.039091 -2.895666  -0.20
C32 3.440598 4.958497 -3.605555  -0.21
C33 4.150606 3.716102 -2.932811  -0.18
N6 4.637511 4.012692 -1.590643  -0.06
C34 5.532878 3.072295 -0.977702  -0.20
C35 4.864066 1.739891 -0.605871  -0.20
O16 4.597041 1.025475 -1.824502  -0.20
C36 3.450279 0.175897 -1.683106  -0.09
H76 1.810808 6.782728 -3.882641  0.08
H77 0.665838 6.326032 -2.757893  0.08
H78 0.654296 5.443741 -4.253890  0.09
H79 3.986993 5.900262 -3.554236  0.11
H80 3.475893 4.846444 -4.689210  0.11
H81 5.071736 3.571897 -3.497463  0.11
H82 3.511823 2.843830 -3.071383  0.11
H83 3.822286 4.091670 -0.999650  0.07
H84 5.877749 3.630318 -0.107201  0.11
H85 6.311325 2.822979 -1.698784  0.12
H86 4.036642 1.983545 0.060538  0.11
H87 5.574018 1.143049 -0.033293  0.10
H88 2.666262 0.705847 -1.142213  0.07
H89 3.723992 -0.681206 -1.067848  0.06
H90 3.073374 0.007669 -2.691944  0.10
C37 -0.013653 -2.676148 3.752664  -0.04
O17 -1.234948 -3.499450 3.802390  -0.19
C38 -1.980369 -3.527618 2.662402  -0.25
C39 -1.463562 -4.493899 1.580954  -0.21
N7 -1.482773 -5.899739 1.951770  -0.03
C40 -1.708515 -6.728521 0.777234  -0.23
C41 -1.534849 -8.218530 0.955797  -0.18
O18 -0.168356 -8.556484 0.573573  -0.21
C42 0.057055 -9.916975 0.645757  -0.16
H91 -0.291172 -1.622998 3.796993  0.09
H92 0.619058 -2.880072 2.888838  0.07
H93 0.575476 -2.988359 4.614957  0.08
H94 -2.138152 -2.589248 2.130739  0.11
H95 -2.912337 -3.973012 3.010464  0.12
H96 -0.452584 -4.218889 1.280302  0.11
H97 -2.024536 -4.369300 0.654732  0.11
H98 -0.497668 -5.888284 2.174310  0.08
H99 -1.141989 -6.376608 -0.084917  0.12
H100 -2.679826 -6.644611 0.289775  0.12
H101 -2.183866 -8.864887 0.364962  0.11
H102 -1.617750 -8.389569 2.029092  0.12
H103 0.777654 -10.034193 -0.163615  0.09
H104 -0.797470 -10.548726 0.403288  0.08
H105 0.489506 -10.281676 1.577470  0.08

Cartesian forces, eV/Å:
Cl -1.3 0.4 2.9
O -1.6 1.7 -1.8
O -0.3 -0.9 -0.2
O 2.5 -2.2 -2.7
O 0.7 1.0 1.9
C -0.5 1.7 -1.8
O -0.9 -1.7 1.1
C 1.6 0.0 -0.5
C 0.6 2.2 1.7
N 1.3 -2.0 -1.4
C -1.1 0.2 0.9
C -0.5 -0.9 0.0
O 0.4 -0.4 0.7
C -0.8 -0.6 0.6
H 0.5 0.3 -0.1
H -0.5 -1.1 0.3
H 0.4 0.5 0.2
H -0.1 0.5 0.1
H 0.1 -0.2 0.1
H 0.3 1.1 0.1
H -0.8 -1.2 -0.6
H 0.4 -0.3 0.2
H -0.7 -1.3 -0.9
H 0.3 2.0 -0.6
H -0.5 0.3 -0.9
H 0.6 0.1 0.3
H -0.6 0.2 -0.1
H -0.4 0.9 -0.7
H 0.9 -0.1 1.1
C 0.0 -0.8 1.5
O 0.7 0.5 -1.2
C -2.7 -0.7 -2.0
C 2.1 -0.7 1.0
N 0.3 1.5 -1.2
C -0.1 0.6 -0.6
C -0.3 -1.4 0.6
O 1.0 -0.4 -0.6
C -0.3 0.6 -0.1
H -0.1 0.5 0.6
H -0.8 0.5 0.4
H 0.3 -0.2 0.0
H -0.1 0.2 0.6
H 0.5 -0.2 0.5
H -0.8 -0.3 -0.5
H 0.0 -0.2 0.4
H 0.5 0.0 0.4
H -0.1 0.0 0.4
H -0.4 0.0 -0.4
H -0.2 0.1 -0.2
H 0.1 0.1 0.3
H -0.4 0.4 0.4
H 0.4 0.1 0.6
H 0.4 -0.3 -0.8
C 1.2 -1.0 0.1
O -1.7 -0.3 -0.9
C 0.8 1.2 -2.1
C 1.7 0.3 2.1
N -2.8 -1.2 0.3
C 1.7 0.6 0.3
C -1.5 -1.1 0.2
O 0.6 1.8 0.3
C -0.5 0.4 0.6
H -0.9 -0.1 -0.3
H 0.2 1.0 0.4
H -0.4 0.0 -0.1
H -0.2 0.4 -0.5
H 0.8 -0.5 0.5
H 0.5 -0.7 0.7
H -0.1 0.2 0.3
H 0.1 -0.4 0.1
H 0.4 -0.2 -1.1
H 0.5 0.6 0.7
H 0.3 0.8 -0.3
H -0.5 -0.6 -0.3
H -0.4 -0.2 -0.4
H 0.4 -0.8 -0.4
H -0.1 -0.1 0.1
C -1.3 -0.3 -0.4
O 1.0 0.8 1.2
C -0.7 1.8 -2.6
C -0.6 -1.9 1.5
N -2.0 -1.6 0.2
C 1.3 1.5 0.3
C 1.9 2.0 -1.2
O -1.0 0.7 -0.1
C -0.5 -1.8 0.0
H -0.2 0.1 0.3
H 0.6 -0.6 0.2
H 0.6 0.1 0.7
H 0.8 -1.4 -0.6
H -0.3 0.9 0.7
H 0.0 0.4 -0.1
H 0.1 -0.3 -0.5
H 0.2 0.4 -0.3
H 0.0 -0.1 -0.4
H -0.7 -0.9 -0.2
H 0.5 -0.7 0.2
H -0.1 0.3 0.2
H 0.1 0.2 0.7
H 0.2 -0.4 -0.3
H -0.1 1.0 0.2
C -0.2 -0.4 -0.3
O 0.8 -0.4 -1.5
C 2.1 0.8 1.0
C -2.5 1.8 -0.3
N 0.7 -2.2 -0.1
C 1.1 2.7 1.6
C -1.6 -1.0 0.3
O 0.4 -0.2 -1.1
C 0.2 0.7 -0.1
H -0.4 -0.3 1.0
H 0.2 -0.4 -0.1
H 0.1 -0.1 0.3
H 0.2 0.6 -0.4
H -0.9 0.2 -0.2
H 0.3 0.4 -0.2
H -0.3 -0.8 0.9
H -0.6 -0.4 -0.4
H 0.0 -0.6 -0.1
H -0.3 0.1 -0.1
H 0.0 -0.1 -0.4
H 0.7 -0.5 0.0
H -0.6 -0.7 0.3
H 0.2 0.3 0.7
H 0.4 0.4 -0.7
C -0.9 1.5 0.7
O -0.1 -0.2 -1.1
C 1.5 -1.5 1.4
C 1.1 1.8 -1.3
N -1.4 0.5 -0.6
C -0.6 -0.7 -0.3
C 1.6 0.2 -0.4
O -0.8 0.5 0.9
C 0.3 1.1 0.2
H 0.3 0.0 -0.6
H -0.2 -0.4 0.3
H 0.3 -0.3 -0.3
H 0.4 0.2 0.9
H -1.3 -0.7 -0.4
H 0.0 -0.4 -0.4
H -0.1 0.0 0.2
H 0.0 0.3 0.3
H 0.6 -0.6 0.2
H 0.4 0.3 0.2
H -0.7 -0.4 -0.4
H 0.1 -0.1 0.4
H -0.2 0.0 0.0
H -0.1 -0.5 -0.4
H 0.1 -0.7 0.2
C -1.0 -1.0 0.3
O 2.6 1.0 1.2
C -1.0 -1.5 -1.8
C -0.6 1.2 -0.6
N 0.2 0.0 0.1
C -0.3 -0.3 -1.4
C 2.1 0.5 0.5
O -1.5 0.9 0.6
C 1.1 -0.6 -1.1
H 0.1 0.0 -0.1
H -0.3 0.0 -0.3
H -0.1 0.3 0.1
H 0.0 0.6 0.5
H -0.5 0.3 -0.3
H 0.3 0.3 0.0
H -0.4 0.3 0.1
H 0.2 -1.7 0.4
H 0.9 -0.2 -0.1
H -0.8 0.7 1.0
H -0.3 0.3 0.1
H -0.4 -0.5 0.1
H 0.3 -0.8 0.1
H -0.4 0.1 0.0
H 0.0 0.2 0.3

energy relative to the best compared isomer or geometry (same formula, charge and spin) = 167.3 kcal per mole
LUMO = 2.20 eV
DFT total energy = -3860.2559 Eh
frontier orbital gap = 8.41 eV
total charge = -1

Q: Which formula does entry 1 have?
A: C5H12N2

Q: The lowest energy relative to the best compared isomer or geometry (same formula, charge and spin) belongs to which entry?
A: C5H12N2

Q: Among the records above, which one has the highest total charge?
A: C5H12N2

Q: Look up the LUMO of the second one.
A: 2.20 eV